A 10-piece molecular cluster, C28H61B5F20N8O2 overall at a distorted geometry. Source: OMol25; level of theory: ωB97M-V/def2-TZVPD.

Output
Calculated total energy (eV): -103797.85344
LUMO level (eV): -1.35
HOMO level (eV): -8.8
Max |F| (eV/A): 3.12

XYZ file:
```
124
C28H61B5F20N8O2 (ωB97M-V/def2-TZVPD)
N -4.643 3.146 -4.492
H 4.901 -3.311 9.675
C 0.721 -1.701 1.243
H 3.263 -1.798 1.098
C -4.376 4.676 3.936
C 3.466 -0.996 6.545
H 5.293 -2.631 11.263
C 4.959 -1.173 9.849
B 4.801 2.344 -1.118
H -2.467 1.798 1.923
H -5.094 3.146 -2.407
H 2.829 -0.793 2.546
N -1.789 -3.373 -5.683
H -2.110 -3.426 -3.638
C -4.085 3.523 0.775
O -0.489 0.449 -1.220
F 2.994 -4.515 -1.756
C -1.696 4.134 1.337
C -3.009 -3.813 -6.052
C -4.115 -4.551 -8.205
N -2.903 2.327 -5.579
C -3.405 4.941 2.786
H 3.713 -0.063 1.195
H -2.097 2.807 3.331
H -3.746 5.745 2.130
F 5.638 3.438 -1.366
H -0.871 -2.264 -4.116
N 4.801 -0.823 6.268
H -4.893 -5.035 -7.620
B 3.954 -3.909 -2.617
H 2.520 -1.356 8.486
H -0.941 4.292 2.103
H -0.407 -5.109 -4.603
H -5.454 4.235 -6.280
C -1.399 0.310 -6.095
B 2.867 -3.508 3.773
C -1.015 -3.241 -6.832
H -4.926 3.091 1.308
F 3.168 -4.509 4.609
H 2.380 -1.367 -1.086
F 1.326 1.179 4.844
H -4.524 -3.846 -8.926
C 5.490 -2.552 10.191
H 6.371 -0.653 5.017
H 4.839 -0.965 4.135
C 2.975 -0.816 1.468
F 3.261 -3.175 -3.637
H 2.757 -0.998 5.731
H -0.048 -1.600 -1.248
C -1.290 -3.245 -4.329
H -1.325 3.320 0.712
N -3.068 -3.929 -7.393
C -5.522 3.373 -3.379
H 0.711 -1.710 2.335
C -3.503 2.427 -4.371
F 4.644 -3.004 -1.807
F -2.980 -0.734 -1.385
F 3.323 1.396 3.715
H -1.316 0.352 -1.711
O -5.643 4.292 3.380
N 1.584 -0.575 0.877
F -2.176 -0.258 -3.423
C -4.734 3.615 -5.772
C 1.154 0.705 1.545
C -3.720 2.995 -6.490
F 4.091 -2.838 3.504
H 5.774 -0.475 10.060
C -2.888 2.478 2.659
H -0.262 -1.364 0.907
C 3.400 -1.210 7.880
B -3.282 -0.716 -2.762
H -2.479 5.425 3.098
H -6.452 2.825 -3.529
H 1.028 -2.695 0.929
H -1.269 0.067 -7.149
H -1.215 2.362 -6.784
C 0.397 -0.616 -1.426
H -4.203 4.448 0.211
F 3.562 2.890 -0.659
H -3.207 1.846 -3.511
H 2.234 0.367 -0.852
H -4.106 3.924 4.673
F -4.367 0.169 -2.891
F 2.401 -3.919 2.523
F 4.750 -4.918 -3.165
H -0.960 2.212 -5.091
H 0.799 -3.781 -4.299
H -3.779 -4.039 -5.331
H -3.643 -5.358 -8.765
H 1.754 1.590 1.349
F 3.166 1.860 5.921
H 0.758 -0.670 -2.459
C -1.840 -3.538 -7.860
C -0.141 -4.238 -3.997
H -5.781 4.433 -3.359
F 4.447 1.655 -2.278
H 0.053 -3.232 -6.681
H -0.135 -4.594 -2.970
H 0.957 0.574 2.607
B 2.496 2.003 4.690
H -4.470 5.638 4.443
N 4.642 -1.042 8.461
C -1.571 1.825 -5.906
H -3.637 2.857 0.037
H -1.851 5.020 0.723
H 0.171 0.880 1.093
C 5.495 -0.839 7.415
H -6.185 5.064 3.199
F 2.028 -2.591 4.449
F 2.052 3.249 4.436
H -0.496 0.026 -5.556
N -3.080 3.772 1.854
C 1.738 -0.589 -0.672
H -2.242 -0.237 -5.682
H 4.144 -0.805 10.468
H -1.670 -3.543 -8.925
C 5.304 -0.435 4.964
F -3.710 -1.991 -3.061
H -3.869 2.290 3.086
H 5.161 0.618 4.720
F 5.426 1.520 -0.193
H 6.550 -2.735 10.036
H -3.450 2.975 -7.532
H 6.541 -0.582 7.457
```

Atom charges from the Löwdin analysis, given in e for atoms 1 to 8:
1 N -0.085
2 H 0.085
3 C -0.007
4 H 0.114
5 C -0.196
6 C 0.026
7 H 0.076
8 C -0.199

=====

A 10-piece molecular cluster, C36H100N8O10 overall at a distorted geometry. Source: OMol25; level of theory: ωB97M-V/def2-TZVPD.

Output
Relative energy (zero: lowest compared OMol25 entry of this formula, charge and spin) (kJ/mol): 579.1
Calculated total energy (eV): -71340.05775
LUMO level (eV): 0.15
HOMO level (eV): -8.8
Structure (SMILES): COC[C@H](C)N.COC[C@H](C)N.COC[C@H](C)N.COC[C@H](C)N.COC[C@H](C)N.COC[C@H](C)N.COC[C@H](C)N.COC[C@H](C)N.CCO.CCO
Max |F| (eV/A): 3.20

XYZ file:
```
154
C36H100N8O10 (ωB97M-V/def2-TZVPD)
H -6.025 18.318 -17.019
H -9.154 14.933 -22.343
H -1.019 11.595 -6.823
H -10.283 10.371 -12.160
C 6.277 13.832 -8.850
N -10.444 13.397 -18.845
C -11.433 8.296 -10.723
H -4.322 14.881 -22.195
H 6.960 11.818 -8.644
H 4.923 12.895 -7.387
C -10.755 17.038 -15.725
H -2.915 8.541 -7.041
H -12.105 9.483 -13.150
C -4.224 19.282 -17.457
H -8.527 12.353 -17.513
H -3.104 13.799 -11.464
H -6.197 19.975 -7.312
H -7.626 15.982 -21.064
O -13.183 14.683 -8.330
N -6.748 20.650 -7.822
H -2.120 14.225 -12.779
H -6.142 22.402 -12.968
H -11.873 13.134 -8.824
N -8.834 15.212 -23.259
H -9.798 17.280 -21.680
H -7.130 18.650 -10.422
H -4.659 16.609 -21.484
C -6.600 20.349 -9.223
H 0.853 20.586 -14.393
C -13.096 14.598 -6.876
C -10.541 15.264 -17.247
H -5.229 15.059 -20.762
H 6.486 12.273 -10.294
H -10.068 14.641 -10.619
H -5.515 19.003 -15.580
O -4.009 13.837 -14.630
H -4.134 23.267 -17.336
H -2.773 12.558 -12.744
H 8.109 14.642 -8.330
H -4.469 23.398 -19.104
H -10.697 8.257 -9.920
H -4.177 9.082 -6.038
H -7.943 22.118 -12.777
H -6.227 10.662 -7.130
H -10.138 17.800 -16.200
H -10.099 7.458 -12.255
C -10.229 13.744 -17.430
C -5.405 11.024 -7.748
C -1.367 10.568 -6.939
H -0.154 18.398 -12.907
H -4.536 15.069 -13.071
O -2.718 10.531 -6.405
H 8.009 12.680 -9.658
H -0.014 21.417 -12.018
C -4.299 14.012 -13.195
C -7.173 18.987 -9.386
H -8.220 18.894 -9.098
H -14.182 14.571 -10.965
H -5.810 11.498 -8.642
C -3.647 20.672 -17.334
H -7.890 16.812 -24.053
O -12.684 7.527 -13.285
O -4.476 21.479 -18.186
C -4.977 15.586 -21.682
H -12.284 13.968 -6.515
H 7.212 14.040 -7.121
H -4.514 19.045 -18.481
H -10.807 17.303 -14.669
H -5.534 20.349 -9.448
H -0.685 9.909 -6.401
H -6.304 21.538 -7.637
H -1.479 20.573 -12.665
H -12.112 15.730 -10.548
C -3.532 9.419 -6.850
H -10.265 12.404 -18.825
H -6.797 17.418 -21.675
N -9.755 9.510 -12.127
C -0.501 20.459 -12.200
H -13.205 5.510 -13.204
C -7.164 16.428 -21.945
N -10.864 14.282 -11.126
H -13.420 13.058 -11.086
H 4.311 14.438 -7.957
C -5.556 19.228 -16.645
H -10.881 14.723 -12.035
H -3.612 21.005 -16.297
H -2.786 18.569 -16.184
H -13.922 14.016 -6.466
H -3.810 10.369 -8.845
H -3.714 14.692 -14.950
H -8.312 21.463 -10.061
N 7.163 14.554 -7.989
C -4.418 9.918 -8.061
O -6.085 15.736 -22.531
H -7.949 14.065 -17.506
H -8.126 14.525 -23.474
H -11.438 13.452 -19.019
H -5.098 13.314 -12.945
H -2.571 18.317 -17.577
H -11.991 7.365 -10.621
C -8.234 16.502 -23.066
H -11.758 17.238 -16.103
H -2.930 22.820 -18.660
H -9.230 9.568 -12.987
C -13.230 14.120 -11.244
H -7.055 23.320 -11.804
H 6.059 14.546 -9.644
C 6.958 12.625 -9.376
C 0.276 19.394 -13.014
O -10.366 15.745 -15.919
H 2.850 14.048 -10.226
H -12.044 9.170 -10.499
H -5.660 9.407 -9.536
H -2.648 20.645 -17.769
O -6.839 21.242 -11.401
H -0.579 20.109 -11.170
C -12.346 6.174 -13.299
C -9.340 17.511 -22.642
C 3.620 13.281 -10.304
H -6.621 18.179 -8.906
H -6.928 22.384 -9.640
C -7.222 21.433 -10.083
H -9.969 15.824 -17.988
O 4.033 12.774 -9.028
H 4.424 13.648 -10.941
H -11.580 5.833 -12.604
H -11.127 14.659 -8.433
H -10.897 13.152 -16.803
C -11.656 8.511 -13.354
C -10.652 8.388 -12.122
C -2.982 13.606 -12.530
C -6.995 22.346 -12.291
H -10.209 17.518 -23.300
H -4.918 11.826 -7.193
O 0.388 19.747 -14.372
C -8.732 13.375 -17.193
C 4.876 13.554 -8.254
H -5.918 8.660 -8.051
H -8.913 18.510 -22.545
H -6.239 20.035 -16.911
H -11.940 5.933 -14.281
H -11.145 8.462 -14.316
C -3.965 22.832 -18.320
H -1.261 10.294 -7.988
N -5.238 8.952 -8.739
C -11.974 14.211 -8.953
H -13.168 14.216 -12.328
H -13.218 15.533 -6.330
H -11.601 15.348 -17.485
C -12.015 14.650 -10.441
H 3.090 12.456 -10.780
H -8.643 13.485 -16.112
N -3.362 18.255 -16.952
H 1.289 19.375 -12.611
```

Atom charges from the Löwdin analysis, given in e for atoms 1 to 8:
1 H 0.064
2 H 0.066
3 H 0.083
4 H 0.066
5 C -0.474
6 N 0.014
7 C -0.037
8 H 0.091

=====

The molecule C5H12N2O at a distorted geometry. Source: OMol25; level of theory: ωB97M-V/def2-TZVPD.

Output
Relative energy (zero: lowest compared OMol25 entry of this formula, charge and spin) (kJ/mol): 156.3
Calculated total energy (eV): -10406.80425
LUMO level (eV): 0.88
HOMO level (eV): -8.5
Structure (SMILES): C[C@@H](C(N)=O)N(C)C
Max |F| (eV/A): 2.34

XYZ file:
```
20
C5H12N2O (ωB97M-V/def2-TZVPD)
O 2.376 -0.327 -1.275
H -1.397 0.094 2.397
H -1.450 2.337 0.091
C 0.261 -0.643 -0.066
C -0.912 1.513 -0.370
H 0.197 -2.344 -1.375
C -0.110 -1.289 -1.434
H -1.953 -1.006 0.957
C -1.625 -0.044 1.342
C 1.774 -0.199 -0.221
H -0.027 2.059 -0.711
H 2.022 0.322 1.771
N 2.407 0.327 0.842
H -1.449 1.093 -1.237
H -1.184 -1.205 -1.601
H 3.351 0.655 0.760
N -0.483 0.433 0.514
H 0.256 -1.450 0.681
H -2.472 0.669 1.268
H 0.420 -0.994 -2.334
```

Atom charges from the Löwdin analysis, given in e for atoms 1 to 8:
1 O 0.030
2 H 0.075
3 H 0.080
4 C -0.305
5 C -0.088
6 H 0.083
7 C -0.049
8 H 0.082

=====

C23H22BCaN6O2PSe2Te2 as an isolated structure at a distorted geometry. Source: OMol25; level of theory: ωB97M-V/def2-TZVPD.

Output
Relative energy (zero: lowest compared OMol25 entry of this formula, charge and spin) (kJ/mol): 0.0
Calculated total energy (eV): -210934.82883
LUMO level (eV): 4.04
HOMO level (eV): -1.1
Charge: -2
Max |F| (eV/A): 1.06

XYZ file:
```
60
C23H22BCaN6O2PSe2Te2 (ωB97M-V/def2-TZVPD)
O 4.331 -2.525 -0.357
H -4.095 2.460 0.480
H 1.628 1.152 5.260
Te -0.120 -1.947 -7.160
O 2.628 -1.869 -1.669
C -0.058 -0.157 5.041
H 4.943 3.415 -0.688
C 1.066 0.517 4.585
H 4.064 -0.251 1.329
H 2.774 -2.227 1.598
P 1.169 -0.632 0.606
H 2.587 3.572 -1.433
C -3.242 -1.678 0.423
Se 0.293 -3.908 -3.500
C 2.398 0.668 0.312
C 2.911 2.742 -0.818
N -1.645 -1.893 -1.081
N -2.134 0.748 -2.300
C 3.726 0.596 0.747
H -2.124 2.039 -5.293
H -0.076 2.751 1.987
N -1.024 1.498 0.616
H 1.552 -2.986 0.577
C 0.755 -0.414 2.380
Te -1.579 -5.580 -3.669
N -2.286 1.419 0.168
C 4.227 2.656 -0.394
C 1.471 0.389 3.263
C -3.051 2.375 0.733
H -2.554 3.936 2.215
H 2.339 0.932 2.915
C -0.383 -1.076 2.844
C -1.851 -3.084 -0.525
H 0.307 1.436 -4.203
C 2.227 -2.125 0.661
C -2.261 3.106 1.595
C -2.856 -3.001 0.448
H -3.947 0.602 -1.026
H 0.966 1.818 -0.781
C 3.167 -2.185 -0.552
H -0.376 -0.051 6.072
B -2.752 0.431 -0.933
H -0.972 -1.670 2.152
C -0.671 1.336 -3.758
C 2.002 1.750 -0.462
H -4.004 -1.151 0.973
H -1.314 -3.948 -0.888
H -1.671 -1.471 4.509
N -0.806 0.799 -2.552
N -2.495 -1.032 -0.491
Ca 0.562 -1.365 -2.110
H 5.664 1.502 0.715
Se -0.376 -1.941 -4.660
H -3.266 -3.799 1.043
C -0.782 -0.955 4.167
C -2.815 1.257 -3.345
C -1.917 1.644 -4.314
C -0.998 2.505 1.479
C 4.633 1.583 0.394
H -3.891 1.288 -3.325
```

Atom charges from the Löwdin analysis, given in e for atoms 1 to 8:
1 O 0.003
2 H 0.104
3 H 0.093
4 Te -0.200
5 O -0.270
6 C -0.110
7 H 0.092
8 C -0.100

=====

C38H45BN3O7PRhS3Te as an isolated structure at a distorted geometry. Source: OMol25; level of theory: ωB97M-V/def2-TZVPD.

Output
Relative energy (zero: lowest compared OMol25 entry of this formula, charge and spin) (kJ/mol): 91.2
Calculated total energy (eV): -111717.74052
LUMO level (alpha / beta) (eV): 1.81 / -0.24
HOMO level (alpha / beta) (eV): -3.6 / -5.6
<S²>: 6.037
2S+1: 5
Charge: -1
Max |F| (eV/A): 1.06

XYZ file:
```
100
C38H45BN3O7PRhS3Te (ωB97M-V/def2-TZVPD)
H -1.165 -2.437 0.794
O 2.058 0.413 -0.562
H 6.777 3.164 -1.172
O 1.908 0.689 1.696
H -0.545 5.966 1.575
H 8.278 0.507 0.990
C 7.298 -0.252 -1.454
C -4.016 1.537 -5.014
N -2.694 0.617 1.495
H 8.071 2.263 0.782
N -0.704 -1.947 0.038
H 7.288 -1.106 -0.776
N -0.860 2.261 0.558
H 4.276 1.138 3.158
C -4.820 1.421 3.082
C 0.110 4.414 0.213
C -5.624 0.656 -1.051
H 0.790 5.036 -0.349
H 1.429 -1.986 5.151
C -1.564 4.128 1.906
O 5.445 -4.235 0.123
O 4.152 -5.999 -0.965
C 1.035 -2.705 -1.512
C -0.015 3.083 -0.085
O -3.260 1.896 -3.841
H -5.483 -0.651 2.861
H 6.160 2.082 -2.429
H -5.187 3.340 -4.896
H -5.664 1.729 3.685
O -4.973 0.947 -2.305
H -7.522 1.116 -0.152
C 0.615 -2.600 4.783
B 1.191 0.441 0.519
H -4.791 -0.369 -4.367
C -5.712 -0.849 -0.880
H 1.419 -4.413 5.592
H -5.034 1.087 -0.238
C 2.631 -3.516 0.611
H -1.274 -2.030 -0.798
C -4.733 0.086 2.614
H -7.568 0.969 -1.923
S -2.221 0.105 -1.827
H -3.386 1.907 -5.824
C 7.019 1.053 -0.701
C -1.454 -4.184 3.821
C -1.718 2.777 1.507
H -6.851 2.408 -1.172
O 5.037 -4.145 -2.295
H -5.818 2.126 -6.028
C 1.399 -2.929 0.856
C -0.409 -4.765 4.528
H 1.058 -2.772 1.871
H -6.294 -1.290 -1.694
C 3.322 0.629 -0.054
C 4.344 1.022 2.084
H -4.613 -0.203 -6.126
H -0.389 -5.835 4.688
C 2.270 -3.289 -1.755
H -3.916 3.345 3.079
P -3.498 1.614 -2.291
C 3.232 0.795 1.316
H 6.452 1.278 2.001
C 5.565 1.097 1.411
C -0.663 4.933 1.275
H -3.558 -1.248 1.426
H -6.192 -1.089 0.071
C 3.059 -3.707 -0.695
C 8.184 1.311 0.258
C 0.615 -3.967 5.020
Te -0.348 0.022 3.533
H 0.411 -2.363 -2.334
H -2.167 4.509 2.718
Rh -0.851 0.251 0.391
C -2.748 1.917 1.948
C -6.981 1.330 -1.075
C 4.519 0.700 -0.722
H 9.113 1.351 -0.315
C -3.848 2.317 2.752
C -3.659 -0.245 1.828
H 6.549 -0.456 -2.220
C 0.597 -2.539 -0.208
H -3.183 -0.449 -5.104
S 4.588 -4.611 -0.992
H -4.712 -1.282 -0.898
H -2.258 -4.801 3.437
H -2.284 -2.362 3.052
C 6.956 2.221 -1.696
C -0.409 -2.018 4.041
C -1.457 -2.819 3.585
S -3.495 3.282 -1.281
H 0.573 2.635 -0.877
H 8.275 -0.203 -1.942
C -4.161 0.030 -5.159
C 5.676 0.949 0.029
H 2.636 -3.436 -2.763
C -5.345 2.273 -5.054
H -6.010 1.901 -4.275
H 4.549 0.555 -1.794
H 3.273 -3.831 1.423
H 7.903 2.302 -2.236
```

Atom charges from the Löwdin analysis, given in e for atoms 1 to 8:
1 H 0.083
2 O 0.154
3 H 0.087
4 O 0.007
5 H 0.101
6 H 0.087
7 C -0.038
8 C -0.441

=====

Question: Among the records above, which one has the lowest calculated total energy?
Answer: C23H22BCaN6O2PSe2Te2

=====

Question: The highest max |F| belongs to which entry?
Answer: C36H100N8O10

=====

Question: What is the formula in the second record?
Answer: C36H100N8O10